[1]
A molecular structure, C13H31AlBr3FN3O7P. Source: the OMol25 dataset; level of theory: ωB97M-V/def2-TZVPD.

XYZ file:
```
60
Properties=species:S:1:pos:R:3:forces:R:3:nbo_charge:R:1
Br 3.06572 -0.24615 2.08050 1.3 0.2 3.8 0.125
Br 1.60003 1.85120 4.04733 0.7 -1.4 0.6 0.158
Br 1.24363 -1.29422 4.60521 -0.2 2.8 2.7 0.146
P -1.50966 1.54667 -0.44258 -1.2 5.3 -1.5 2.451
Al -1.42395 -1.85017 -0.30965 6.2 4.1 2.3 2.078
F -0.33920 -0.76599 1.34149 -2.6 -1.7 -1.0 -0.796
O 0.59485 -1.53456 -0.88661 -1.8 0.9 -1.0 -0.768
O 2.35661 -0.20997 -1.39520 -0.3 -0.1 0.2 -0.446
O -0.12331 -3.26635 0.12389 -6.0 1.1 -0.6 -0.751
O 2.40572 -2.22605 -2.06289 1.0 1.1 1.1 -0.459
O -1.31751 0.08184 -0.60952 -1.0 -3.2 -1.7 -1.211
O 1.59437 -3.71241 1.60666 -2.4 -1.6 -4.5 -0.461
O 1.16051 -5.08631 -0.24201 -3.3 2.4 2.5 -0.478
N -1.21356 2.11494 1.06264 -1.6 0.5 1.1 -0.772
N -3.14993 1.92577 -0.93691 0.4 -0.7 1.5 -0.701
N -0.45770 2.61408 -1.36161 -0.7 -2.9 0.4 -0.753
C 0.75271 -3.94966 0.47004 7.6 -5.2 4.2 1.090
C 1.65429 -1.31699 -1.41155 3.4 -1.4 -1.8 1.058
C -3.75792 3.19493 -0.56239 1.3 1.3 -0.7 -0.441
C 1.37343 -2.51814 2.30103 -1.0 0.4 0.5 -0.334
C -3.92016 1.12022 -1.89959 1.9 -0.2 0.0 -0.397
C 2.09259 0.67423 -0.33028 -0.2 2.3 0.7 -0.330
C 2.39548 -5.68696 -0.03906 3.4 -0.1 -0.3 -0.292
C 0.16031 2.16205 1.53044 0.4 -0.7 0.0 -0.455
C -2.17844 1.80881 2.19877 -0.7 -0.4 -1.9 -0.424
C 1.45674 0.07004 3.19994 1.2 0.0 1.9 -0.499
C 1.95111 -3.56082 -2.26764 -3.2 1.0 -1.5 -0.291
C 0.21509 2.13094 -2.63569 -1.4 0.5 0.4 -0.418
C -0.64103 4.07574 -1.31671 1.4 -0.1 -0.9 -0.425
H 0.32947 1.16775 1.94380 0.0 0.9 -0.9 0.211
H 0.87640 2.35186 0.73090 -0.4 0.4 0.3 0.227
H 0.86284 2.91521 -3.02741 0.2 -0.1 0.4 0.235
H 2.63574 -6.19344 0.89575 -1.0 -0.2 0.0 0.235
H 3.22929 -4.99338 -0.14773 -0.2 0.9 0.4 0.199
H -0.58956 4.54472 -0.33412 -0.4 -0.4 0.0 0.237
H -3.54877 1.43518 -2.87475 -0.5 -0.3 -0.5 0.220
H 1.27566 -3.85790 -1.46538 0.9 0.3 -1.4 0.190
H -2.22400 2.52530 3.01893 0.9 0.0 -0.1 0.250
H -3.30104 4.00893 -1.12520 0.6 0.1 -0.2 0.216
H 0.76087 1.19255 -2.53741 -0.2 0.2 0.2 0.216
H 2.04701 1.72751 -0.60714 -0.3 -0.3 -1.1 0.198
H -5.00825 1.16872 -1.85683 0.2 0.4 0.5 0.248
H -3.59518 0.09005 -1.75391 -0.2 -0.3 -0.2 0.185
H 2.58804 -4.37575 -2.61160 1.1 0.9 0.6 0.242
H -1.42185 4.46057 -1.97269 -0.5 -0.2 0.4 0.208
H 1.22318 0.43642 0.28263 -0.2 -0.4 -0.9 0.213
H -0.56532 2.04441 -3.39170 0.0 -0.3 -0.3 0.201
H -3.17613 1.86198 1.76302 -0.1 0.0 0.0 0.212
H 0.38170 2.76664 2.40997 -1.0 0.9 -0.9 0.249
H 1.48995 -1.59128 1.73937 -0.1 -1.7 -0.5 0.208
H -4.76188 3.36415 -0.95166 -0.4 -0.9 0.9 0.251
H 0.25900 4.37556 -1.85350 0.1 0.6 0.3 0.224
H 0.38154 -2.37610 2.73010 -0.4 -1.3 -0.6 0.191
H 2.66083 -6.26239 -0.92594 -1.0 -0.8 0.2 0.227
H -3.49213 3.46782 0.45887 -0.9 -0.1 0.2 0.228
H -2.07800 0.76155 2.48389 0.4 0.2 0.5 0.219
H 2.86049 0.71683 0.44214 0.1 0.0 -2.2 0.212
H 0.54285 -0.04754 2.61763 0.5 -0.2 0.2 0.229
H 1.32902 -3.35529 -3.13877 -0.5 -0.9 -0.3 0.194
H 1.98743 -2.47737 3.20071 0.7 -1.3 -1.7 0.220
```
Forces are in eV/Å.

- Relative energy (zero: lowest compared OMol25 entry of this formula, charge and spin): 2.350 eV
- Net charge: +2
- LUMO level: -11.2 eV
- Gap between HOMO and LUMO: 3.29 eV

=====

[2]
A single C4H10OS molecule. Source: the OMol25 dataset; level of theory: ωB97M-V/def2-TZVPD.

XYZ file:
```
16
Properties=species:S:1:pos:R:3:forces:R:3:nbo_charge:R:1
S 1.06228 -0.54942 -0.90852 -2.1 0.4 -1.7 0.156
O -1.86081 -1.73299 -0.03863 0.6 0.2 0.7 -0.720
C -1.71973 -0.34842 -0.34607 -0.9 -0.2 -1.5 -0.073
C -0.39481 0.26195 0.02199 1.4 -0.9 -1.4 -0.314
C -0.26544 1.74727 -0.15106 -0.3 1.4 1.0 -0.626
C 2.24070 -0.82476 0.32751 -0.2 -1.0 2.7 -0.784
H -1.10018 2.17728 0.44111 0.4 0.2 -0.2 0.207
H 0.69422 2.12125 0.30785 -1.0 -0.4 -0.6 0.223
H 2.38157 0.05235 0.97133 0.5 0.0 -0.5 0.215
H 3.16592 -1.20236 -0.13807 -0.4 0.3 0.4 0.248
H -0.21868 -0.09476 0.99932 0.4 0.2 1.6 0.208
H -0.37219 2.17598 -1.17398 0.2 -0.8 0.6 0.227
H -2.57909 0.20487 0.10500 0.8 -0.4 0.0 0.187
H 1.79867 -1.58049 1.05031 1.0 0.4 -0.8 0.209
H -0.97036 -2.13019 -0.03259 -0.4 0.2 -0.2 0.471
H -1.86205 -0.27755 -1.43548 0.0 0.3 0.1 0.165
```
Forces are in eV/Å.

- Relative energy (zero: lowest compared OMol25 entry of this formula, charge and spin): 0.642 eV
- SMILES: CS[C@@H](C)CO
- LUMO level: 0.9 eV
- Gap between HOMO and LUMO: 9.52 eV

=====

[3]
A molecular structure, C24H44LiN7O5P2S2Se. Source: the OMol25 dataset; level of theory: ωB97M-V/def2-TZVPD.

XYZ file:
```
86
Properties=species:S:1:pos:R:3:forces:R:3:mulliken_spin:R:1
Se 1.93804 3.36851 1.76126 -0.1 -0.2 0.1 0.220
S 2.89153 2.32453 -2.21439 -0.3 -0.3 0.0 0.001
S 0.34541 -0.01313 -1.73914 0.2 0.0 0.1 0.000
P -2.03050 -0.30594 0.70632 -1.6 -0.5 0.4 -0.017
P 1.47130 1.18730 -2.89172 0.3 0.2 -0.6 0.001
O 1.96338 0.22597 -4.13641 -0.1 0.2 0.2 0.000
O 0.46626 2.13728 -3.74801 0.0 -0.1 0.0 0.000
O 1.51628 -1.10303 2.11523 -0.1 -0.2 0.0 -0.004
O -0.84214 0.17693 1.44975 0.0 0.2 -0.1 -0.014
O 3.15390 -1.83293 3.40497 -0.1 0.0 -0.1 0.008
N 3.60396 3.42940 2.44963 0.2 0.1 0.0 0.278
N -2.68109 0.88009 -0.26969 0.6 -0.2 -0.1 0.002
N 1.78858 -0.15858 4.16848 0.1 0.2 0.1 0.006
N 0.63770 0.65517 4.10389 -0.2 0.1 0.0 -0.005
N -1.95561 -1.76923 -0.06232 0.4 0.4 -0.2 0.000
N -3.16645 -0.70131 1.88615 0.3 0.1 0.1 0.000
N 2.12588 1.68423 1.11709 0.1 0.0 0.0 0.251
C -3.22794 0.72456 -1.61919 -0.2 0.0 -0.1 0.000
C 5.31537 -0.14120 1.20936 -0.1 -0.1 -0.1 0.061
C -3.58654 2.15113 -2.01472 0.1 0.0 0.1 0.000
C 5.54579 1.96632 2.38251 0.1 -0.2 0.0 0.096
C -4.48252 -1.18244 1.45234 0.1 -0.1 -0.1 0.000
C 6.07942 0.76294 1.95459 0.1 0.1 0.1 -0.006
C -2.42485 2.96106 -1.43160 -0.1 -0.1 -0.1 0.002
C -0.53538 -3.59016 -0.53372 -0.1 0.1 -0.1 0.000
C -1.10695 -2.77306 0.61743 -0.1 -0.2 0.1 0.000
C 3.41624 1.34098 1.32190 -0.1 0.2 0.2 0.032
C 4.04221 -0.92703 -3.54471 -0.2 0.1 -0.1 0.000
C -0.57501 1.59715 -4.55552 0.0 -0.1 -0.1 0.000
C -5.49427 -0.51977 2.40189 0.1 0.1 0.0 0.000
C 3.79511 -1.83682 4.66772 0.1 0.0 0.1 -0.002
C 2.56931 -1.04163 -3.90388 0.1 -0.1 0.1 0.000
C -4.74361 0.70744 2.92640 0.0 -0.1 0.0 0.000
C -1.70855 -3.61248 -1.51399 0.1 0.1 0.1 0.000
C 3.99876 0.13869 0.88885 0.1 0.0 0.0 0.047
C 2.13128 -0.98770 3.15560 0.1 -0.2 -0.1 -0.006
C 4.21067 2.28995 2.07323 -0.2 0.0 0.0 0.026
C -3.32653 0.15725 3.06090 -0.1 0.1 0.0 0.000
C -2.22426 -2.17380 -1.44845 -0.1 0.0 -0.2 0.000
C -0.17088 1.54984 -6.02026 0.0 0.1 0.2 0.000
C -2.05557 2.22225 -0.14172 -0.1 0.2 0.1 -0.002
Li 0.82389 0.27984 0.66640 0.5 0.1 0.1 0.007
H 4.46129 -1.91979 -3.36766 0.0 0.0 0.0 0.000
H 3.40008 -0.54956 0.30576 0.1 0.0 0.0 -0.011
H 0.04879 2.55697 -6.37681 0.0 0.0 -0.1 0.000
H -2.47407 -4.30747 -1.15771 0.0 0.0 0.0 0.000
H -3.68080 2.25531 -3.09589 0.0 0.0 0.0 0.000
H 4.15699 -0.32107 -2.64648 0.1 0.0 0.0 -0.001
H -0.97496 2.15856 -0.02345 0.0 0.0 0.0 0.003
H -4.75960 1.50678 2.18142 0.0 0.0 0.0 0.000
H -4.53131 -2.27437 1.50210 0.0 0.0 0.0 0.000
H -3.29241 -2.11562 -1.67656 0.0 0.0 0.0 0.000
H -4.53065 2.44628 -1.54946 0.0 0.0 0.0 0.000
H -5.14362 1.08905 3.86621 0.0 0.0 0.0 0.000
H -2.70095 3.99623 -1.23472 0.1 0.0 0.0 0.000
H 6.14284 2.67149 2.94768 0.0 0.0 0.0 -0.002
H 4.48820 -0.99649 4.76401 0.0 0.0 -0.1 0.004
H -1.72831 -3.40495 1.26594 0.0 0.0 0.0 0.000
H -6.42639 -0.27100 1.89485 0.0 0.0 0.0 0.000
H 4.36177 -2.76416 4.70816 0.0 0.0 0.0 -0.002
H 0.30751 -3.05270 -0.97284 0.0 0.0 0.0 0.000
H -4.67141 -0.88951 0.41391 -0.1 0.0 0.0 0.000
H -4.09580 0.06117 -1.61151 0.0 0.0 0.0 0.000
H -0.84999 0.60138 -4.19338 0.0 0.0 0.0 0.000
H -1.43786 2.25771 -4.42797 0.0 0.0 0.0 0.000
H 0.72203 0.94007 -6.13511 0.0 0.0 0.0 0.000
H -2.48321 0.32791 -2.31446 0.0 0.1 0.0 0.000
H 0.01241 0.21716 3.43065 0.0 0.0 -0.1 0.006
H -1.67302 -1.55693 -2.15742 0.0 0.0 0.0 0.000
H -1.42703 -3.89141 -2.52893 0.0 0.0 0.0 0.000
H -3.24582 -0.44532 3.97411 0.0 0.1 0.0 0.000
H -0.98283 1.12595 -6.61567 0.0 0.0 0.0 0.000
H 7.11344 0.52633 2.18073 0.0 0.0 0.0 0.008
H 5.75592 -1.07319 0.87448 0.0 0.0 0.0 0.008
H 2.49268 0.20133 4.78776 0.0 -0.2 0.1 0.000
H 0.89068 1.55275 3.69764 0.1 0.0 -0.3 0.003
H 2.02234 -1.56305 -3.11236 0.0 0.0 0.0 0.000
H -0.34057 -2.29492 1.22448 0.0 0.0 0.0 0.000
H -2.46475 2.72254 0.74165 0.0 0.0 0.0 -0.001
H 2.43895 -1.60502 -4.83273 0.0 0.0 0.0 0.000
H -2.54985 0.91939 3.08723 0.0 0.0 0.0 0.000
H 4.59053 -0.44469 -4.35489 0.0 0.0 0.0 0.000
H 3.07463 -1.82250 5.48787 0.0 0.0 0.0 0.000
H -1.57553 2.95336 -2.11579 0.0 0.0 0.0 0.000
H -0.21140 -4.58192 -0.22062 0.0 0.0 0.0 0.000
H -5.72056 -1.19063 3.23330 0.0 0.0 0.0 0.000
```
Forces are in eV/Å.

- Net charge: -1
- LUMO level (alpha / beta): 2.3 / 2.3 eV
- Gap between HOMO and LUMO (alpha / beta): 4.53 / 6.60 eV
- Multiplicity: 2